Record 1
A single C4H8N4 molecule at a distorted geometry, computed with the ωB97M-V functional and the def2-TZVPD basis.

CARTESIAN COORDINATES (ANGSTROEM)
C (-0.56604, 1.14723, 0.19632)
C (0.02491, 0.38165, -0.99353)
C (1.29871, -1.56395, -0.28953)
C (0.67123, -1.75860, 1.05043)
H (-2.43085, 0.67797, -0.57248)
H (-2.40803, 1.40407, 1.00640)
H (-0.49283, 2.11726, 1.77023)
H (-0.67561, -0.38883, -1.36623)
H (0.08693, 1.04703, -1.86805)
H (1.76322, 0.39017, -0.11711)
H (2.40301, -1.91955, -0.30235)
H (0.62248, -2.14803, -0.89952)
N (-1.87270, 1.00308, 0.21454)
N (0.16174, 1.81825, 0.99944)
N (1.34589, -0.19475, -0.83849)
N (0.06795, -2.01300, 2.00995)

Values from the calculation:
HOMO level = -9.5 eV
ΔE to the lowest compared entry with this formula, charge and spin = 113.2 kJ/mol
Largest force on an atom = 4.1 eV Å⁻¹

***

Record 2
A single C4H8N4 molecule at a distorted geometry, computed with the ωB97M-V functional and the def2-TZVPD basis.

CARTESIAN COORDINATES (ANGSTROEM)
C (0.52608, -0.58786, -2.48331)
C (1.19153, -0.12119, -0.37235)
C (0.69515, 0.93097, 1.67096)
C (-1.72220, 0.23358, 1.31673)
H (1.20204, -0.33578, -3.42408)
H (-0.45736, -0.74640, -2.68285)
H (0.82416, -1.60488, -2.01763)
H (1.45740, -1.17151, -0.40453)
H (1.15851, 1.32455, 2.57475)
H (-0.79772, 0.51460, 3.04204)
H (-2.65876, 0.16619, 2.10898)
H (-1.08556, -0.06802, -0.77937)
N (0.64893, 0.38969, -1.47905)
N (1.47278, 0.65789, 0.75329)
N (-0.55364, 0.44964, 2.09444)
N (-1.90135, -0.03148, 0.08197)

Values from the calculation:
HOMO level = -9.2 eV
ΔE to the lowest compared entry with this formula, charge and spin = 337.0 kJ/mol
Largest force on an atom = 4.9 eV Å⁻¹

***

Record 3
2 unconnected molecules or ions with the total composition C4H8N4O at a distorted geometry, computed with the ωB97M-V functional and the def2-TZVPD basis.

CARTESIAN COORDINATES (ANGSTROEM)
C (1.18170, -0.16696, -0.02557)
C (-0.06648, 0.45518, 0.10454)
C (-2.21200, -0.74705, -0.01783)
C (-0.19724, 1.90048, 0.20364)
H (1.63246, 1.42896, 1.54616)
H (2.99372, -0.38522, 0.52728)
H (2.19238, -1.55382, -1.37473)
H (0.39355, -1.93153, -0.99745)
H (-1.23549, 0.13643, -1.94721)
H (-3.44840, -0.65167, -0.29750)
H (-1.07429, -1.08123, 1.39205)
H (0.49025, 2.41959, 1.21741)
N (2.35850, 0.59166, 0.45731)
N (1.32937, -1.60143, -0.53365)
N (-1.08032, -0.18497, -0.81381)
N (-2.13092, -1.10836, 1.10038)
O (-1.12678, 2.47991, -0.54102)

Values from the calculation:
HOMO level = -9.1 eV
ΔE to the lowest compared entry with this formula, charge and spin = 926.3 kJ/mol
Largest force on an atom = 9.5 eV Å⁻¹

***

Record 4
A single C4H8N4P2 molecule at a distorted geometry, computed with the ωB97M-V functional and the def2-TZVPD basis.

CARTESIAN COORDINATES (ANGSTROEM)
C (2.62445, 0.31821, -0.39894)
C (1.57253, 0.99702, -1.00929)
C (2.28394, -1.02574, -0.31834)
C (-2.13184, 0.36702, 0.22539)
N (0.66174, -0.00562, -1.32906)
N (-1.91136, 0.77014, -0.96818)
N (1.07912, -1.18937, -0.89553)
N (-1.54651, -0.69379, 0.82945)
P (-0.80839, 0.15204, -2.20159)
P (-1.66818, -1.14398, 2.43070)
H (3.43575, 0.72975, -0.07020)
H (1.49580, 1.95083, -1.20604)
H (2.74280, -1.85540, 0.11602)
H (-2.76523, 1.02235, 0.81558)
H (-0.91692, -1.30679, 0.30001)
H (-0.26981, 1.37963, -2.49465)
H (-1.12430, 0.01081, 3.21760)
H (-2.75361, -0.47710, 2.95706)

Values from the calculation:
HOMO level = -9.0 eV
ΔE to the lowest compared entry with this formula, charge and spin = 0.0 kJ/mol
Largest force on an atom = 7.1 eV Å⁻¹

***

Record 5
2 unconnected molecules or ions with the total composition C4H8NO at a distorted geometry, computed with the ωB97M-V functional and the def2-TZVPD basis.

CARTESIAN COORDINATES (ANGSTROEM)
C (0.98668, 0.26760, 1.62571)
C (0.51722, 0.45521, 0.43328)
C (1.39796, 0.79181, -0.67617)
C (-1.53563, -0.94345, -0.83767)
N (-1.58049, 0.36596, -0.13048)
O (-2.27573, 0.22212, 0.98085)
H (0.37488, 0.02503, 2.51070)
H (2.02148, 0.17374, 1.86301)
H (0.95189, 0.25149, -1.59719)
H (2.32254, 0.26378, -0.40579)
H (1.31097, 1.89331, -0.72675)
H (-1.37833, -1.74015, -0.06158)
H (-2.45278, -1.06583, -1.52573)
H (-0.66068, -0.96064, -1.45219)

Values from the calculation:
Total charge = -1
HOMO level (spin up / spin down) = -1.9 / -1.9 eV
ΔE to the lowest compared entry with this formula, charge and spin = 293.1 kJ/mol
Largest force on an atom = 2.7 eV Å⁻¹

***

Record 6
A gas-phase ion, C4H8NO (charge +1) at a distorted geometry, computed with the ωB97M-V functional and the def2-TZVPD basis.

CARTESIAN COORDINATES (ANGSTROEM)
C (0.43010, -1.24656, -0.19780)
C (1.50909, -0.55827, 0.49473)
C (1.14438, 1.04497, 0.50257)
C (-2.09008, 0.02779, -0.68437)
N (-0.67776, 0.14838, -0.56401)
O (-0.25672, 1.15545, 0.22857)
H (-0.00780, -2.14180, -0.45938)
H (1.44265, -0.87061, 1.47899)
H (2.65208, -0.69202, 0.10820)
H (1.17502, 1.50677, 1.49028)
H (1.82818, 1.56852, -0.30404)
H (-2.49734, -0.97051, -0.44322)
H (-2.12455, 0.27597, -1.72980)
H (-2.52725, 0.75190, 0.07928)

Values from the calculation:
Total charge = +1
HOMO level (spin up / spin down) = -14.2 / -15.0 eV
ΔE to the lowest compared entry with this formula, charge and spin = 588.4 kJ/mol
Largest force on an atom = 6.9 eV Å⁻¹

***

Record 7
2 unconnected molecules or ions with the total composition C4H8NO at a distorted geometry, computed with the ωB97M-V functional and the def2-TZVPD basis.

CARTESIAN COORDINATES (ANGSTROEM)
C (0.38902, -1.90109, 0.27706)
C (-2.76879, -0.25220, -0.02584)
C (0.56710, 1.58919, 0.21144)
C (0.92238, 0.26734, -0.47065)
N (-0.00030, -0.76712, -0.02690)
O (-3.78371, 0.13410, 0.24424)
H (1.52871, -1.93248, 0.33311)
H (-0.19683, -2.78300, 0.30146)
H (-1.02237, -0.47566, -0.19048)
H (-0.01634, 2.22720, -0.52364)
H (0.20642, 1.54351, 1.23605)
H (1.57811, 2.15041, 0.33519)
H (1.98275, -0.14935, -0.22469)
H (0.61386, 0.34916, -1.47635)

Values from the calculation:
Total charge = +1
HOMO level = -16.6 eV
ΔE to the lowest compared entry with this formula, charge and spin = 128.4 kJ/mol
Largest force on an atom = 3.5 eV Å⁻¹

***

Record 8
A molecular structure, C4H8NO at a distorted geometry, computed with the ωB97M-V functional and the def2-TZVPD basis.

CARTESIAN COORDINATES (ANGSTROEM)
C (0.42454, 0.05148, -1.46016)
C (-1.35922, 0.84771, -1.66776)
C (-1.16117, 0.30222, 0.47853)
C (1.24983, -0.15989, 0.77605)
N (0.08011, -0.41632, -0.12480)
O (-1.78873, 1.04267, -0.47622)
H (0.45148, -0.81968, -2.12001)
H (-1.94952, 1.44782, -2.35673)
H (-1.91829, -0.52466, 0.77758)
H (-0.65107, 0.96220, 1.22377)
H (0.99645, -0.00972, 1.85734)
H (1.93852, -1.04168, 0.74119)
H (1.77151, 0.63320, 0.26321)
H (-0.09611, -1.47751, -0.09340)

Values from the calculation:
Total charge = +1
HOMO level = -13.4 eV
ΔE to the lowest compared entry with this formula, charge and spin = 549.9 kJ/mol
Largest force on an atom = 5.5 eV Å⁻¹